Record 1
DFT (ωB97M-V with the def2-TZVPD basis set) results for a structure of composition C27H20N3O9S2Y.

Properties
- Net charge: -2
- HOMO energy: -0.1082 hartree
- Gap between HOMO and LUMO: 7.15 eV
- Energy: -2717.434547 hartree

XYZ file:
```
62
Properties=species:S:1:pos:R:3:forces:R:3:mulliken_charge:R:1
Y -0.691358 2.178346 0.803729 -0.02 -0.05 0.23 0.749
S 3.360355 1.651518 3.629910 0.05 0.02 0.01 -0.358
C 2.094271 1.703171 4.784211 0.02 -0.03 -0.02 -0.345
C 0.878265 1.860824 4.192554 -0.04 0.04 0.03 -0.417
C 0.894176 1.966267 2.761643 0.03 0.01 0.01 0.141
C 2.193891 1.865392 2.336116 -0.03 0.00 -0.12 0.309
C 2.624014 1.907728 0.941521 -0.02 0.00 0.03 0.456
C 3.962100 1.812884 0.539106 0.00 0.00 -0.01 -1.052
C 4.272376 1.859864 -0.804277 0.00 0.00 0.01 -0.335
C 3.256892 2.000545 -1.741472 0.00 -0.01 0.00 -1.023
C 1.956996 2.082092 -1.275759 0.03 0.00 -0.02 -0.295
N 1.652989 2.039320 0.018533 -0.01 -0.02 0.01 0.475
H 2.317462 1.602540 5.836449 0.00 -0.01 0.00 0.421
H -0.034077 1.895764 4.776035 0.01 0.00 0.00 0.355
H 4.737257 1.702448 1.285723 0.01 0.00 -0.01 0.386
H 5.306081 1.784590 -1.122969 0.00 0.00 0.00 0.379
H 3.458182 2.034029 -2.803041 0.00 0.00 0.00 0.415
H 1.112747 2.180886 -1.948288 0.01 0.00 0.01 0.495
O -2.956610 3.336312 -2.614339 -0.03 -0.01 0.03 -0.742
C -2.431390 2.734902 -1.692021 0.12 0.11 -0.12 0.471
O -1.231491 2.943734 -1.247127 -0.03 -0.09 -0.02 -0.536
C -3.214643 1.621526 -0.910111 -0.13 -0.08 -0.07 0.728
O -4.205154 1.101378 -1.404944 0.03 0.04 0.03 -0.722
O -2.695410 1.324852 0.230349 0.01 0.04 -0.01 -0.746
C -1.828082 5.906038 0.034900 -0.01 -0.02 0.00 -0.834
S -1.040896 5.106830 1.405073 -0.11 -0.06 0.08 1.166
O 0.203953 4.523746 0.881561 0.01 0.01 -0.02 -0.585
O -0.884430 6.096870 2.441920 -0.01 0.02 -0.01 -0.668
O -1.934311 3.970594 1.765430 0.09 0.11 -0.02 -0.670
H -1.211413 6.756648 -0.248878 0.01 0.00 0.01 0.306
H -2.810828 6.240096 0.361241 0.00 0.00 0.00 0.283
H -1.903476 5.192500 -0.784029 0.00 0.01 0.00 0.215
O -1.167704 -0.842427 2.945774 -0.02 0.00 -0.01 -0.717
C -0.750416 -1.119280 1.839717 0.04 0.02 0.01 -0.196
N -0.641029 -2.447356 1.376977 0.00 -0.01 0.00 -0.183
C -0.415835 -2.433249 -0.058251 0.03 0.02 -0.01 3.591
C -0.120581 -0.914718 -0.276162 -0.01 -0.08 -0.09 -0.622
O 0.198491 -0.457323 -1.362757 0.03 0.02 0.03 -0.626
N -0.323424 -0.245936 0.868388 0.02 0.10 0.04 0.670
C -1.690638 -2.805290 -0.809755 -0.03 -0.01 -0.02 -0.231
C -2.696546 -1.851534 -0.957275 0.00 0.01 -0.01 -0.352
C -3.888356 -2.173982 -1.587232 -0.03 -0.01 -0.01 -0.728
C -4.096775 -3.462462 -2.062966 0.02 -0.01 0.01 -0.368
C -3.107937 -4.423878 -1.904009 0.00 0.00 0.00 -0.771
C -1.908750 -4.095490 -1.283500 0.00 0.00 0.00 -0.236
C 0.798597 -3.236538 -0.484716 -0.03 0.00 0.00 -1.205
C 1.598323 -3.891276 0.442663 -0.02 0.00 0.00 -0.561
C 2.728303 -4.590700 0.034453 0.00 0.00 0.01 -0.801
C 3.075216 -4.636408 -1.306342 0.00 0.00 0.00 -0.341
C 2.285698 -3.971620 -2.238128 0.00 0.00 0.01 -0.894
C 1.157607 -3.278040 -1.832266 0.00 0.00 -0.02 0.043
H -1.368749 -3.051228 1.728385 0.00 -0.01 0.01 0.306
H -2.567316 -0.841308 -0.583453 -0.01 -0.04 0.01 0.086
H -4.628920 -1.392416 -1.703790 0.01 0.00 0.01 0.489
H -5.025130 -3.716860 -2.561458 0.00 0.00 0.00 0.382
H -3.263860 -5.431952 -2.271739 0.00 0.00 0.00 0.377
H -1.133039 -4.844910 -1.178998 0.01 0.00 0.00 0.426
H 1.331715 -3.830854 1.489286 0.01 0.00 0.00 0.417
H 3.343039 -5.091918 0.773006 0.00 0.00 0.00 0.393
H 3.959459 -5.175952 -1.625039 0.00 0.00 0.00 0.379
H 2.556629 -3.986894 -3.287214 0.00 0.00 0.00 0.362
H 0.553497 -2.742424 -2.552347 0.00 0.00 0.01 0.491
```
Forces are in eV/Å.



Record 2
DFT (ωB97M-V with the def2-TZVPD basis set) results for a structure of composition C27H21AlCl5N5O7S.

Properties
- Net charge: 0
- HOMO energy: -0.3189 hartree
- Gap between HOMO and LUMO: 6.93 eV
- Energy: -4783.145839 hartree

XYZ file:
```
67
Properties=species:S:1:pos:R:3:forces:R:3:mulliken_charge:R:1
Al -1.309755 -0.038422 -0.538329 0.03 -0.02 0.01 -0.530
Cl 1.697027 3.202348 -0.800034 0.00 0.07 -0.03 0.735
C 0.630925 3.704628 0.548863 -0.04 0.02 0.01 -0.881
C -1.006251 1.725809 -1.374105 -0.02 -0.01 0.04 -0.987
C -1.646817 2.752645 -1.925395 0.00 0.01 -0.01 1.281
Cl -3.333776 2.539668 -2.353448 -0.01 0.00 0.00 -0.205
C -1.183352 4.123491 -2.210561 0.00 0.00 0.01 0.298
Cl -1.415066 4.667400 -3.825851 0.00 0.01 -0.01 -0.174
C -0.673695 4.923929 -1.271111 0.00 0.00 0.01 -0.077
Cl -0.277538 6.569746 -1.605676 0.00 0.00 0.00 -0.172
C -0.358892 4.471927 0.092266 0.03 -0.01 0.00 0.642
Cl -1.486110 5.085936 1.307949 0.00 0.00 0.00 -0.222
O -3.202591 -0.311590 -0.751121 0.01 0.00 0.00 -0.364
C -3.789470 -1.323582 -1.166108 -0.01 0.00 0.00 -0.275
C -3.160348 -2.557721 -1.502572 0.00 -0.01 -0.01 1.286
C -3.953326 -3.615563 -1.973643 0.01 0.00 0.00 -0.665
C -3.356698 -4.803851 -2.281922 -0.01 0.01 0.00 -0.574
C -1.975294 -4.988867 -2.135736 0.00 0.00 0.00 -0.442
C -1.188712 -3.966817 -1.674052 0.00 0.00 -0.01 -0.708
C -1.758261 -2.720131 -1.346314 0.01 0.00 0.02 0.109
O -0.991713 -1.761133 -0.908011 -0.01 -0.01 -0.01 0.080
N -4.181649 -5.913539 -2.774790 0.00 0.00 0.00 1.043
O -3.615704 -6.953477 -3.040399 0.00 0.00 0.00 -0.622
O -5.375268 -5.719531 -2.883269 0.00 0.00 0.00 -0.621
H -4.877806 -1.261584 -1.275293 0.00 0.00 0.00 0.392
H -5.022427 -3.499372 -2.093250 0.00 0.00 0.00 0.544
H -1.549729 -5.948066 -2.394105 0.00 0.00 0.00 0.534
H -0.120646 -4.085526 -1.556321 0.00 0.00 0.00 0.396
N -0.054101 2.471316 5.547454 -0.01 0.01 0.00 -0.317
C -0.739890 1.325607 5.445037 0.02 -0.02 -0.01 -0.250
S -1.236466 0.417170 6.715397 -0.01 0.00 0.00 -0.314
C -1.051629 0.934666 4.038106 -0.01 0.01 0.01 0.893
C -1.488563 1.884894 3.123373 0.00 -0.01 -0.01 -0.790
C -1.704224 1.502555 1.818705 0.00 0.01 -0.01 -0.359
N -1.485123 0.248157 1.399697 0.00 0.02 -0.01 0.320
C -1.091009 -0.676999 2.288578 0.00 -0.01 0.00 -0.520
C -0.890447 -0.378925 3.616312 0.00 0.01 0.00 -0.683
H 0.207331 2.798222 6.462886 0.00 0.00 0.00 0.210
H 0.334832 2.927754 4.737535 0.00 0.00 0.00 0.201
H -1.652398 2.916505 3.399783 0.00 0.00 0.01 0.518
H -2.021596 2.220997 1.073649 0.00 -0.01 0.00 0.736
H -0.900068 -1.667410 1.898691 0.00 0.00 0.00 0.500
H -0.569162 -1.140233 4.311490 0.00 0.00 0.00 0.440
C 2.604390 -2.474666 -1.487643 0.00 0.00 0.00 -1.158
C 2.895772 -1.017735 -1.827855 0.00 0.02 0.01 -0.915
C 3.090986 -0.110587 -0.597098 -0.02 0.01 -0.01 2.654
C 4.243500 -0.602060 0.288544 0.01 0.00 0.00 -0.877
C 4.683294 0.365937 1.381114 -0.01 0.01 0.00 -1.362
C 3.309952 1.330241 -1.067733 0.01 0.00 -0.03 -0.332
O 3.863844 1.615597 -2.099924 0.00 -0.01 0.01 -0.617
N 2.751614 2.205163 -0.126983 0.02 -0.01 0.03 -0.507
C 0.405364 1.677896 -0.930758 -0.01 -0.02 -0.01 -0.316
O 1.605200 3.373072 -2.261622 0.00 -0.01 -0.01 -0.582
N 0.632084 0.480771 -0.486429 0.00 0.02 -0.03 1.536
C 1.789916 -0.047760 0.184775 0.00 -0.04 0.02 -1.411
O 1.607329 -0.562442 1.258871 -0.01 0.01 -0.01 -0.565
H 2.390190 -3.036232 -2.398411 0.00 0.00 0.00 0.439
H 1.740054 -2.563948 -0.824703 0.00 0.00 0.00 0.228
H 3.451778 -2.953880 -0.997651 0.00 0.00 0.00 0.358
H 2.088227 -0.609468 -2.440326 0.00 0.00 0.00 0.286
H 3.801694 -0.929973 -2.428543 0.00 0.00 0.00 0.470
H 5.084545 -0.817291 -0.376301 0.00 0.00 0.00 0.393
H 3.939272 -1.545530 0.743619 0.00 0.00 0.00 0.428
H 5.071755 1.294975 0.962344 0.00 0.00 0.00 0.319
H 5.472130 -0.086546 1.982774 0.00 0.00 0.00 0.473
H 3.853692 0.619686 2.040028 0.01 0.00 0.00 0.283
H 2.448852 4.311751 -0.654420 0.01 -0.01 0.01 0.365
```
Forces are in eV/Å.



Record 3
DFT (ωB97M-V with the def2-TZVPD basis set) results for a structure of composition C27H21BMnN6O5S3.

Properties
- Multiplicity: 5
- Expectation value of S²: 6.0290
- Net charge: -1
- HOMO energy (alpha / beta): -0.0947 / -0.1581 hartree
- Gap between HOMO and LUMO (alpha / beta): 5.08 / 6.80 eV
- Energy: -4116.913569 hartree

XYZ file:
```
64
Properties=species:S:1:pos:R:3:forces:R:3:mulliken_charge:R:1
Mn 0.463955 0.070124 0.444711 0.68 -0.16 0.02 0.499
N 4.246702 -1.014036 2.259124 -0.01 0.02 0.01 0.022
C 5.383519 -0.905025 1.468932 0.02 0.00 0.00 -0.177
C 6.630254 -1.216487 2.002240 0.00 0.00 0.00 -0.711
C 7.782448 -1.113745 1.234904 -0.01 0.00 0.00 -0.515
C 7.696561 -0.696832 -0.083977 -0.01 0.00 0.00 -0.659
C 6.453286 -0.386127 -0.621143 0.00 0.00 0.00 -0.491
C 5.295882 -0.483408 0.137881 -0.01 -0.01 0.01 0.893
S 3.750790 -0.069345 -0.589706 0.03 0.02 -0.03 -0.235
N 2.629482 -0.346588 0.638525 -0.28 -0.02 0.02 -0.183
C 2.941861 -0.744483 1.855299 0.00 -0.02 0.07 0.601
C 1.892694 -0.915470 2.796473 0.08 0.04 -0.08 0.710
C 2.048580 -1.360322 4.137765 0.00 -0.02 0.03 -0.922
C 0.957909 -1.533895 4.938947 0.00 0.01 -0.03 -0.370
C -0.335580 -1.270177 4.426918 0.03 0.00 0.02 -1.119
C -0.425859 -0.825839 3.125818 -0.01 0.00 -0.02 -0.072
N 0.621141 -0.631592 2.325493 -0.19 -0.14 0.01 0.335
H 4.385831 -1.299796 3.209108 -0.01 -0.01 0.00 -0.040
H 6.691684 -1.543748 3.035124 0.00 0.00 0.00 0.337
H 8.741247 -1.361086 1.672649 0.00 0.00 0.00 0.355
H 8.585679 -0.612624 -0.695187 0.00 0.00 0.00 0.357
H 6.373924 -0.058890 -1.651798 0.00 0.00 0.00 0.385
H 3.029490 -1.577308 4.541395 0.01 0.01 0.00 0.224
H 1.086208 -1.878258 5.957885 0.00 0.00 0.00 0.392
H -1.227664 -1.411706 5.018713 0.00 0.00 0.00 0.394
H -1.393903 -0.616103 2.682359 0.02 -0.01 0.00 0.472
O -2.768531 -2.182878 0.778183 -0.06 0.19 0.05 -0.575
B -1.974278 -1.673935 -0.310185 0.16 -0.58 -0.07 0.655
O -2.778984 -1.782373 -1.503423 0.06 0.13 0.02 -0.507
C -3.971092 -2.298492 -1.122398 -0.06 -0.01 0.00 0.627
C -5.071469 -2.581750 -1.898513 -0.01 -0.01 0.00 -0.863
C -6.194018 -3.111655 -1.252141 0.01 0.01 0.00 -0.544
C -6.190880 -3.343444 0.114820 0.01 0.01 0.00 -0.443
C -5.065299 -3.057491 0.895547 0.00 0.00 -0.02 -0.940
C -3.966822 -2.535562 0.252956 -0.05 -0.01 0.03 0.703
H -5.059335 -2.411582 -2.967517 0.01 0.02 0.01 0.499
H -7.077326 -3.347663 -1.831971 0.00 0.00 0.00 0.364
H -7.073383 -3.755057 0.587934 0.00 0.00 0.00 0.352
H -5.049109 -3.238502 1.962065 0.00 0.00 0.00 0.464
N -4.939005 2.390684 -3.975416 0.00 0.01 0.03 -0.621
C -3.574568 2.275159 -3.678876 0.01 0.01 -0.04 1.106
C -2.712761 3.352538 -3.870855 -0.01 -0.01 0.01 -0.630
C -1.357893 3.221546 -3.604097 0.00 -0.02 0.01 -0.480
C -0.858137 2.008758 -3.159522 -0.02 0.01 0.00 -0.438
C -1.708128 0.923547 -2.971393 0.00 0.00 0.00 -0.590
C -3.056611 1.057726 -3.231827 0.01 0.00 0.03 -0.580
S 0.847882 1.830841 -2.734388 -0.04 -0.07 0.00 1.174
O 1.360515 0.673307 -3.405622 0.01 0.03 0.01 -0.734
O 1.465448 3.120001 -2.955034 -0.02 -0.01 0.01 -0.693
N 0.799610 1.504113 -1.160200 0.01 0.04 0.07 -0.240
C 0.612502 2.491866 -0.264528 -0.04 -0.03 -0.04 0.709
S 0.623476 4.222195 -0.415175 0.03 0.02 0.00 -0.068
C 0.239129 4.341634 1.276288 -0.01 0.03 -0.03 -0.382
C 0.149345 3.115763 1.830956 0.08 0.00 0.03 -0.662
N 0.360678 2.076277 0.965958 -0.18 0.23 0.03 -0.054
H -5.296510 3.330218 -3.900117 0.00 0.00 0.00 0.223
H -5.519513 1.737981 -3.471044 0.00 0.00 -0.01 0.241
H -3.107351 4.299620 -4.222066 0.00 0.00 0.00 0.269
H -0.681800 4.056372 -3.731639 0.00 -0.01 0.00 0.509
H -1.318211 -0.016209 -2.599398 0.00 0.00 -0.01 0.568
H -3.717046 0.215524 -3.066473 -0.01 -0.03 0.00 0.230
H 0.119816 5.298531 1.754982 0.00 0.00 0.00 0.398
H -0.058927 2.902956 2.869368 -0.01 0.00 -0.01 0.442
O -0.737533 -1.307794 -0.253690 -0.23 0.35 -0.12 -0.974
```
Forces are in eV/Å.



Record 4
DFT (ωB97M-V with the def2-TZVPD basis set) results for a structure of composition C27H21IrN7O6.

Properties
- Multiplicity: 2
- Expectation value of S²: 0.7974
- Net charge: +2
- HOMO energy (alpha / beta): -0.5292 / -0.5517 hartree
- Gap between HOMO and LUMO (alpha / beta): 6.64 / 6.00 eV
- Energy: -1979.767167 hartree

XYZ file:
```
62
Properties=species:S:1:pos:R:3:forces:R:3:mulliken_charge:R:1
Ir -0.141359 1.940831 -0.515579 -0.54 0.47 0.38 1.370
C -4.350427 -0.652385 4.494766 -0.01 0.01 -0.01 -1.581
C -3.592828 -0.335396 3.247208 0.03 0.00 0.03 0.259
C -4.146802 -0.575441 1.984745 -0.03 -0.01 -0.04 -1.110
C -3.466435 -0.247405 0.841771 -0.02 -0.01 0.01 0.052
C -2.174852 0.329628 0.889011 -0.12 0.07 -0.05 0.692
N -1.553433 0.635018 -0.300927 -0.04 -0.21 0.04 -0.504
C -1.763875 -0.220716 -1.392605 0.06 0.04 -0.07 -0.176
C -1.789247 -1.609363 -1.195284 0.04 -0.01 0.02 0.357
C -1.948084 -2.468808 -2.256982 0.01 0.00 -0.02 -1.123
C -2.058860 -1.990960 -3.565798 -0.01 0.00 0.01 0.395
C -2.153562 -2.934652 -4.722469 0.00 0.00 0.00 -1.585
C -2.021300 -0.610943 -3.769650 -0.04 0.00 0.03 -0.579
C -1.886026 0.259200 -2.707165 -0.01 0.07 0.02 0.367
N -1.895423 1.657983 -2.955416 -0.01 -0.01 0.03 0.404
C -2.489214 2.338389 -3.943919 -0.01 -0.01 0.02 0.059
C -2.078883 3.659455 -3.872019 -0.02 0.01 0.01 -1.030
C -1.213148 3.710768 -2.797918 -0.03 0.03 0.09 -0.012
N -1.104213 2.491827 -2.230036 0.39 -0.28 -0.16 -0.601
C -1.630988 0.590940 2.164879 0.13 0.08 0.10 0.520
C -2.333160 0.264245 3.305963 0.00 -0.05 -0.03 -0.493
N -0.348739 1.175193 2.316152 -0.15 0.14 -0.25 0.403
C 0.498677 1.059607 3.346500 -0.01 0.10 0.13 -0.094
C 1.487956 2.016725 3.207021 -0.03 -0.09 0.14 -1.020
C 1.174159 2.688910 2.043694 -0.36 0.20 -0.09 -0.138
N 0.036202 2.205919 1.502756 0.59 -0.52 0.01 -0.695
H -4.927244 -1.568713 4.378767 0.00 0.00 0.00 0.411
H -5.059242 0.151882 4.709279 0.00 0.00 0.00 0.338
H -3.691164 -0.753093 5.354228 0.00 0.00 0.00 0.399
H -5.138747 -1.001406 1.908991 0.00 -0.01 0.00 0.468
H -3.928164 -0.400332 -0.123544 -0.01 0.01 0.01 0.583
H -1.633261 -1.996994 -0.198330 0.02 0.02 0.00 0.669
H -1.952162 -3.535951 -2.077073 0.00 0.00 -0.01 0.452
H -2.772355 -3.795723 -4.474746 0.00 0.00 0.00 0.407
H -1.158102 -3.310622 -4.970731 -0.01 -0.01 -0.01 0.324
H -2.558825 -2.451331 -5.608823 0.00 0.00 0.00 0.394
H -2.087228 -0.219451 -4.776464 0.01 0.00 -0.01 0.525
H -3.171899 1.852458 -4.621030 0.00 0.00 -0.01 0.488
H -2.381762 4.469994 -4.510885 0.00 0.00 0.00 0.439
H -0.683605 4.552560 -2.381226 0.03 0.00 -0.02 0.449
H -1.905236 0.493724 4.272788 -0.02 0.00 0.00 0.544
H 0.332329 0.333665 4.124908 0.03 -0.01 -0.01 0.545
H 2.317536 2.196255 3.868209 -0.01 0.01 0.01 0.527
H 1.689637 3.509151 1.569484 0.07 -0.07 -0.05 0.431
O 0.886315 -0.846653 0.188415 0.01 -0.05 0.05 -0.547
C 1.807480 -0.070318 0.107804 -0.07 0.09 -0.07 0.519
O 1.619369 1.228111 -0.178745 0.13 0.03 -0.24 -0.692
C 3.234534 -0.415242 0.332542 -0.01 -0.06 -0.03 0.563
C 4.197872 0.564742 0.531846 -0.05 0.01 0.02 -0.627
C 5.498547 0.174238 0.771188 0.01 0.00 -0.04 -0.175
C 5.889406 -1.150105 0.799347 -0.02 0.01 -0.02 -0.461
C 4.899640 -2.094615 0.599833 0.00 -0.01 0.02 -0.176
C 3.580846 -1.761775 0.372392 0.00 0.01 0.03 -0.606
N 5.268450 -3.530738 0.640148 0.03 0.00 -0.08 1.063
O 4.372508 -4.327729 0.466563 -0.02 -0.01 0.02 -0.602
O 6.430930 -3.791116 0.834415 0.00 0.00 0.03 -0.586
N 6.506599 1.228820 1.016856 -0.01 0.05 0.12 1.025
O 6.080241 2.344296 1.244869 0.01 -0.02 -0.07 -0.596
O 7.665938 0.901253 0.990831 0.03 -0.03 -0.02 -0.563
H 3.955998 1.616041 0.515686 0.01 0.01 0.00 0.637
H 6.916863 -1.437058 0.972990 0.00 0.01 0.01 0.626
H 2.841820 -2.536791 0.230519 0.00 0.00 0.00 0.665
```
Forces are in eV/Å.



> What is the net charge in the fourth record?

+2